1.
{
  "formula": "C5H7F2NO2",
  "method": "ωB97M-V/def2-TZVPD",
  "orbital_gap_ev": 10.4,
  "total_charge": 0,
  "total_energy_ev": -16314.501,
  "homo_ev": -10.024,
  "e_above_lowest_kj_mol": 366.91,
  "fmax_ev_per_a": 4.4,
  "e_lumo_ev": 0.39,
  "species": ["C", "C", "C", "C", "C", "N", "O", "O", "F", "F", "H", "H", "H", "H", "H", "H", "H"],
  "coordinates": [[2.975, -0.541, 0.215], [-2.292, 0.424, -0.384], [-1.793, -0.436, 0.762], [-1.155, -0.518, -0.604], [1.418, -0.560, 0.327], [0.648, 0.322, -0.474], [3.700, -1.536, 0.040], [3.518, 0.613, 0.433], [-2.678, -1.461, 1.101], [-1.128, -1.463, -1.516], [-3.223, 0.285, -0.753], [-2.039, 1.497, -0.277], [-1.340, 0.006, 1.597], [1.412, -0.270, 1.372], [1.116, -1.620, 0.230], [0.987, 0.115, -1.357], [2.933, 1.391, 0.225]],
  "atomic_forces_ev_per_a": [[0.346, -3.811, -1.596], [3.791, 1.850, 1.343], [-1.599, -1.802, -1.867], [2.988, 3.007, 1.174], [1.319, -2.026, 1.320], [-3.914, -0.280, 1.046], [-2.283, 2.396, 0.669], [0.638, 3.164, -0.202], [0.757, 0.539, -0.073], [-0.115, -0.532, 0.319], [-2.660, -0.967, -1.233], [-0.034, -0.737, -0.216], [0.792, 0.314, 0.932], [-0.870, -0.091, 0.573], [0.296, 0.350, 0.171], [0.167, -0.166, -2.842], [0.382, -1.207, 0.481]]
}

***

2.
{
  "formula": "C5H7F3NO4S",
  "method": "ωB97M-V/def2-TZVPD",
  "orbital_gap_ev": 9.1,
  "total_charge": -1,
  "total_energy_ev": -33968.147,
  "homo_ev": -5.587,
  "e_above_lowest_kj_mol": 146.67,
  "fmax_ev_per_a": 5.3,
  "smiles": "CNC(=O)[C@](C)(C(F)(F)F)S(=O)(=O)[O-]",
  "e_lumo_ev": 3.50,
  "species": ["C", "C", "C", "C", "C", "N", "O", "O", "O", "O", "F", "F", "F", "S", "H", "H", "H", "H", "H", "H", "H"],
  "coordinates": [[0.832, 0.508, 0.558], [1.431, -0.852, -1.609], [-1.114, 0.398, 1.900], [1.258, 0.525, -0.942], [2.745, 1.502, -0.838], [-0.488, 0.745, 0.650], [0.567, 2.994, -1.893], [1.511, 0.186, 1.500], [0.709, 1.193, -3.476], [-1.096, 1.175, -1.936], [3.768, 0.756, -0.459], [2.985, 1.958, -2.111], [2.521, 2.469, 0.022], [0.311, 1.578, -2.169], [0.472, -1.276, -1.882], [1.932, -0.542, -2.566], [2.065, -1.508, -0.969], [-1.543, 1.196, 2.360], [-1.656, -0.606, 1.771], [-0.252, 0.192, 2.485], [-1.056, 1.057, -0.192]],
  "atomic_forces_ev_per_a": [[-2.270, 0.009, -2.639], [1.609, 1.323, -0.066], [1.298, -3.282, -1.793], [3.114, 2.554, 0.433], [-3.868, -2.886, -2.153], [-1.230, 0.583, -0.346], [-0.225, -1.051, 0.557], [1.557, -0.386, 0.418], [1.181, -1.029, -1.583], [0.278, 0.122, 0.442], [0.789, 0.107, 0.215], [0.867, 0.041, 1.636], [0.730, 0.543, -0.107], [-2.299, 1.617, 1.132], [-0.168, -0.121, 0.246], [-0.223, -0.996, 0.743], [-0.526, 0.299, -0.602], [-2.203, 2.000, 1.094], [0.047, 1.747, 0.500], [0.477, -0.540, 1.077], [1.062, -0.653, 0.797]]
}

***

3.
{
  "formula": "C5H7F4N4O12S4V",
  "method": "ωB97M-V/def2-TZVPD",
  "orbital_gap_ev": [6.2, 6.4],
  "total_charge": -1,
  "total_energy_ev": -115724.830,
  "s2": 0.769,
  "homo_ev": [-5.062, -5.065],
  "fmax_ev_per_a": 10.7,
  "multiplicity": 2,
  "e_lumo_ev": [1.10, 1.32],
  "species": ["O", "V", "N", "S", "O", "O", "F", "S", "O", "O", "F", "N", "S", "O", "O", "F", "S", "O", "O", "F", "O", "C", "O", "O", "H", "C", "C", "N", "H", "H", "H", "C", "C", "N", "H", "H", "H"],
  "coordinates": [[1.794, 0.627, 0.437], [0.609, -0.320, 0.657], [-0.497, -1.078, -0.954], [-0.307, -1.431, -2.607], [-0.880, -0.615, -3.656], [0.029, -2.797, -2.884], [1.131, -0.746, -2.676], [-2.007, -1.457, -1.094], [-2.420, -2.788, -1.494], [-2.788, -0.287, -1.441], [-2.347, -1.594, 0.425], [1.014, -0.753, 2.590], [-0.138, -0.667, 3.900], [-0.422, 0.600, 4.521], [-0.301, -1.809, 4.729], [-1.408, -0.876, 2.869], [2.209, -1.006, 3.532], [2.314, -2.339, 4.120], [2.548, 0.202, 4.304], [3.340, -1.121, 2.364], [1.773, -2.130, 0.217], [1.222, -3.305, 0.193], [1.490, -4.080, -0.787], [0.315, -3.659, 0.970], [2.395, -2.476, -0.427], [-2.354, 3.541, 0.611], [-1.477, 2.469, 0.814], [-0.756, 1.591, 1.030], [-1.923, 4.527, 0.785], [-3.162, 3.309, 1.306], [-2.714, 3.604, -0.416], [0.651, 3.002, -4.122], [0.522, 2.597, -2.753], [0.521, 2.223, -1.673], [0.140, 2.129, -4.529], [1.670, 2.945, -4.503], [0.212, 3.971, -4.357]],
  "atomic_forces_ev_per_a": [[-0.383, -0.351, -0.388], [0.921, 0.167, -0.005], [-0.022, -0.863, -3.173], [6.789, -0.132, -4.132], [-1.501, -0.669, 1.745], [-1.421, 1.226, 0.683], [0.691, 0.138, 0.875], [-7.431, -0.396, 4.283], [1.386, 1.970, -1.096], [0.650, -1.100, -0.580], [0.496, 0.432, 1.179], [-3.679, 0.245, 2.389], [-5.663, 0.304, -0.794], [1.221, -0.512, -1.336], [1.275, 0.041, -0.394], [1.344, 0.626, 0.330], [7.619, -1.559, 1.358], [-0.576, 2.804, -0.698], [-0.809, -2.542, -1.225], [-0.875, 0.654, 0.841], [1.459, 3.563, 0.874], [-6.310, -8.642, -0.886], [2.314, 2.204, 0.558], [0.401, 2.424, 1.425], [1.832, 1.319, -1.657], [-1.303, 1.237, -0.298], [2.962, -2.633, 0.366], [-0.930, 0.188, -0.499], [0.200, -0.235, 0.490], [-0.401, 0.600, -0.149], [-0.138, -0.498, 0.022], [-0.187, -0.833, -0.597], [0.965, 0.735, 0.752], [-0.375, -0.097, 0.499], [-0.395, 0.397, -1.180], [0.065, 0.111, 0.387], [-0.190, -0.324, 0.031]]
}

***

4.
{
  "formula": "C5H7F6N2O2P",
  "method": "ωB97M-V/def2-TZVPD",
  "orbital_gap_ev": 8.3,
  "total_charge": 0,
  "total_energy_ev": -37966.203,
  "homo_ev": -10.820,
  "fmax_ev_per_a": 1.1,
  "e_lumo_ev": -2.48,
  "species": ["O", "O", "C", "C", "C", "C", "C", "N", "N", "H", "H", "H", "H", "H", "H", "H", "F", "P", "F", "F", "F", "F", "F"],
  "coordinates": [[-1.771, 2.527, -0.688], [-2.351, 1.490, 0.076], [-1.521, 0.342, 0.024], [-0.359, 0.508, 0.949], [0.782, 1.220, 0.550], [1.764, 1.333, 1.479], [1.576, 0.742, 2.735], [0.529, 0.044, 3.099], [-0.403, -0.034, 2.148], [-1.276, 3.071, -0.056], [-1.133, 0.166, -0.966], [-2.120, -0.525, 0.292], [0.856, 1.634, -0.441], [2.684, 1.858, 1.283], [2.349, 0.849, 3.480], [-1.225, -0.577, 2.397], [1.873, -2.112, -2.249], [0.235, -2.111, -2.352], [0.413, -0.440, -2.260], [0.596, -3.070, -3.633], [-1.019, -1.588, -3.286], [0.301, -2.003, -0.676], [-0.780, -3.326, -1.907]],
  "atomic_forces_ev_per_a": [[0.363, 0.094, -0.590], [-0.333, -0.178, 0.666], [-0.042, -0.020, -0.142], [0.054, -0.141, -0.828], [-0.107, -0.135, 0.321], [0.062, 0.075, 0.036], [0.415, -0.096, 0.605], [-0.187, 0.250, -0.680], [0.128, 0.008, 0.295], [-0.252, -0.062, 0.235], [0.095, 0.018, -0.487], [-0.270, 0.061, 0.118], [-0.106, -0.119, -0.223], [0.124, 0.056, -0.058], [-0.018, -0.143, 0.178], [0.107, -0.041, 0.110], [-0.134, -0.247, 0.582], [-0.089, -0.663, -0.920], [0.499, 0.309, -0.007], [-0.089, 0.475, -0.190], [-0.324, -0.096, 0.592], [-0.324, 0.799, 0.450], [0.429, -0.205, -0.061]]
}

***

5.
{
  "formula": "C5H7FINO2S",
  "method": "ωB97M-V/def2-TZVPD",
  "orbital_gap_ev": 8.5,
  "total_charge": 0,
  "total_energy_ev": -32527.539,
  "homo_ev": -9.918,
  "fmax_ev_per_a": 10.5,
  "smiles": "C#CN(CCCI)S(=O)(=O)F",
  "e_lumo_ev": -1.44,
  "species": ["C", "C", "N", "C", "C", "C", "I", "S", "O", "O", "F", "H", "H", "H", "H", "H", "H", "H"],
  "coordinates": [[-0.210, -2.222, 1.540], [-0.728, -1.555, 0.389], [-1.168, -0.627, -0.762], [-0.164, 0.542, -0.772], [1.398, 0.046, -0.983], [2.361, 0.451, 0.323], [2.396, 2.645, 0.684], [-2.680, 0.074, -0.131], [-3.931, -0.395, -0.956], [-2.812, -0.237, 1.387], [-2.626, 1.805, -0.290], [0.253, -2.391, 2.627], [-0.245, 1.016, 0.318], [-0.437, 1.354, -1.603], [1.508, -1.103, -1.215], [1.780, 0.606, -1.964], [3.437, 0.013, 0.108], [1.868, -0.024, 1.300]],
  "atomic_forces_ev_per_a": [[-3.491, 5.922, -7.953], [3.980, -3.555, 7.974], [0.922, -0.577, 2.993], [1.643, 1.213, 0.852], [0.283, 0.757, -0.526], [-0.948, -1.985, -0.599], [0.096, -1.369, -0.326], [-7.170, -2.114, 3.131], [5.890, 2.336, 2.687], [1.031, 1.941, -5.989], [0.489, -3.425, 0.000], [-1.390, 0.222, -3.161], [0.394, -0.623, -2.483], [0.286, -2.122, 1.928], [-0.437, 2.231, 0.727], [-0.644, -1.175, 2.268], [-2.227, 1.248, 0.697], [1.294, 1.074, -2.221]]
}

***

6.
{
  "formula": "C5H7FN2",
  "method": "ωB97M-V/def2-TZVPD",
  "orbital_gap_ev": 10.7,
  "total_charge": 0,
  "total_energy_ev": -10994.490,
  "homo_ev": -9.738,
  "e_above_lowest_kj_mol": 175.42,
  "fmax_ev_per_a": 1.2,
  "smiles": "FC[C@@H]1N=CN2C[C@@H]12",
  "e_lumo_ev": 0.95,
  "species": ["C", "C", "C", "C", "C", "H", "H", "H", "H", "H", "H", "H", "N", "N", "F"],
  "coordinates": [[-1.929, -0.299, -0.420], [-0.697, -0.012, 0.403], [0.798, 1.483, -0.244], [1.831, -0.512, 0.505], [0.534, -0.738, -0.155], [-2.093, -1.377, -0.497], [-1.847, 0.103, -1.452], [-0.900, -0.241, 1.461], [1.312, 2.443, -0.458], [2.671, -1.223, 0.306], [1.822, -0.027, 1.499], [0.417, -1.591, -0.797], [-0.333, 1.416, 0.337], [1.449, 0.301, -0.657], [-3.033, 0.275, 0.169]],
  "atomic_forces_ev_per_a": [[0.058, 0.044, -0.664], [0.456, 0.087, 0.274], [-0.079, 1.199, 0.214], [0.834, -0.610, 0.559], [-0.230, 0.070, 0.202], [-0.047, -0.039, 0.116], [0.107, -0.091, 0.554], [-0.041, -0.139, -0.343], [-0.443, -0.684, 0.215], [-0.844, 0.765, 0.295], [0.069, -0.261, -0.649], [-0.125, -0.259, -0.139], [0.497, -0.016, -0.447], [0.021, -0.086, -0.285], [-0.233, 0.022, 0.097]]
}